[1]
# C2H4NP

A 2-piece molecular cluster, C2H4NP overall (ωB97M-V/def2-TZVPD, the Open Molecules 2025 dataset).

As for the multiplicity: 1. The value obtained for the energy above the lowest of the compared OMol25 structures with the same formula, charge and spin is 3.600 eV. Its HOMO-LUMO gap (spin up / spin down) is 7.4 / 7.4 eV. As for the net charge: 0.

Cartesian coordinates (Å):
C (0.896, -0.867, -0.279)
C (0.748, 0.324, 0.136)
N (1.028, -2.044, -0.461)
P (-4.074, 0.788, 0.231)
H (-0.199, 0.835, 0.278)
H (1.672, 0.989, 0.177)
H (1.197, -2.373, -1.424)
H (-3.202, -0.314, 0.844)


[2]
# H12Si5

A 2-piece molecular cluster, H12Si5 overall (ωB97M-V/def2-TZVPD, the Open Molecules 2025 dataset).

As for the multiplicity: 1. The value obtained for the energy above the lowest of the compared OMol25 structures with the same formula, charge and spin is 1.391 eV. Its HOMO-LUMO gap is 6.8 eV. As for the net charge: 0.

Cartesian coordinates (Å):
Si (2.145, 0.697, -0.249)
Si (0.027, -3.183, -0.270)
Si (-2.186, 2.230, -0.612)
Si (0.558, -0.076, 1.311)
Si (-1.251, -1.581, 0.957)
H (3.458, 0.069, -0.181)
H (1.343, 0.603, -1.512)
H (2.397, 2.133, -0.085)
H (-0.400, -4.694, -0.006)
H (0.300, -2.638, -1.645)
H (1.545, -3.386, 0.218)
H (-2.179, 2.203, -2.156)
H (-3.347, 3.115, -0.370)
H (-1.126, 2.916, 0.120)
H (0.007, 1.125, 1.788)
H (1.068, -0.440, 2.708)
H (-2.359, 0.906, -0.018)


[3]
# C6H8N2O3P

An isolated ion of composition C6H8N2O3P and charge -1 (ωB97M-V/def2-TZVPD, the Open Molecules 2025 dataset).

As for the SMILES: Cn1nc(C(=O)[O-])cc1[P@H](C)=O. As for the multiplicity: 1. Its HOMO-LUMO gap is 7.5 eV. As for the net charge: -1.

Cartesian coordinates (Å):
C (0.857, 1.591, -1.635)
N (1.159, 0.216, -1.440)
N (1.979, -0.538, -2.238)
C (2.192, -1.666, -1.643)
C (2.528, -2.927, -2.422)
O (1.413, -3.431, -2.661)
O (3.671, -3.276, -2.633)
C (1.490, -1.671, -0.405)
C (0.953, -0.461, -0.271)
P (-0.288, 0.340, 1.104)
C (-2.003, 0.126, 0.268)
O (-0.406, 1.558, 2.052)
H (0.975, 2.101, -0.646)
H (1.702, 1.971, -2.219)
H (-0.027, 1.877, -2.147)
H (1.425, -2.595, 0.233)
H (-0.582, -0.751, 1.998)
H (-2.548, 1.013, 0.647)
H (-2.573, -0.837, 0.651)
H (-1.903, 0.152, -0.800)


[4]
# C12H27ClIO2P2W

C12H27ClIO2P2W as an isolated structure (ωB97M-V/def2-TZVPD, the Open Molecules 2025 dataset).

As for the multiplicity: 3. The value obtained for the energy above the lowest of the compared OMol25 structures with the same formula, charge and spin is 0.000 eV. Its HOMO-LUMO gap (spin up / spin down) is 6.7 / 7.5 eV. As for the net charge: +3. As for the expectation value of S²: 2.017.

Cartesian coordinates (Å):
C (-3.231, 2.105, -5.140)
C (-3.415, 0.787, -4.639)
H (-3.990, 2.324, -5.925)
H (-2.189, 2.167, -5.520)
H (-3.335, 2.800, -4.283)
O (-3.766, -0.290, -4.380)
I (-2.316, 1.536, -1.453)
W (0.009, 0.915, -0.553)
P (1.595, -0.496, -1.372)
C (1.662, -2.201, -0.794)
C (1.303, -0.466, -3.143)
H (3.260, 1.265, -1.303)
H (3.905, -0.278, -1.906)
H (3.654, -0.033, -0.147)
C (3.261, 0.182, -1.146)
H (0.792, 0.448, -3.461)
H (2.289, -0.523, -3.623)
H (2.208, -2.783, -1.549)
H (0.658, -2.621, -0.684)
H (0.699, -1.334, -3.432)
H (2.179, -2.266, 0.171)
C (-1.147, -0.848, -0.108)
O (-1.780, -1.781, 0.196)
Cl (1.155, 2.808, -1.299)
C (3.056, -0.219, 2.408)
C (1.539, -0.389, 2.521)
P (0.470, 0.886, 1.704)
C (-1.058, 0.620, 2.665)
C (-1.076, 1.195, 4.088)
C (1.154, 2.538, 2.083)
C (1.771, 2.784, 3.464)
H (3.476, -0.802, 1.582)
H (3.524, -0.586, 3.335)
H (3.352, 0.830, 2.277)
H (1.222, -1.367, 2.124)
H (1.242, -0.363, 3.583)
H (-1.893, 1.010, 2.067)
H (-1.203, -0.471, 2.700)
H (-1.128, 2.288, 4.089)
H (-1.967, 0.827, 4.609)
H (-0.210, 0.888, 4.683)
H (1.892, 2.767, 1.301)
H (0.326, 3.247, 1.924)
H (2.540, 2.056, 3.747)
H (2.233, 3.783, 3.438)
H (0.994, 2.806, 4.233)


[5]
# C26H28MoN6O9S

C26H28MoN6O9S as an isolated structure (ωB97M-V/def2-TZVPD, the Open Molecules 2025 dataset).

As for the multiplicity: 1. The value obtained for the energy above the lowest of the compared OMol25 structures with the same formula, charge and spin is 1.558 eV. Its HOMO-LUMO gap is 6.9 eV. As for the net charge: 0.

Cartesian coordinates (Å):
Mo (0.786, 0.262, -2.712)
O (-0.238, -0.781, -1.021)
C (-0.518, -2.180, -1.083)
C (-0.911, -2.548, -2.487)
C (-1.495, -3.776, -2.755)
C (-1.773, -4.102, -4.070)
C (-1.450, -3.197, -5.067)
C (-0.863, -1.998, -4.712)
N (-0.613, -1.669, -3.441)
H (0.425, -0.658, -0.315)
H (-1.324, -2.406, -0.381)
H (0.365, -2.756, -0.790)
H (-1.719, -4.460, -1.945)
H (-2.227, -5.054, -4.314)
H (-1.633, -3.415, -6.109)
H (-0.547, -1.280, -5.455)
O (-3.161, 4.479, -5.534)
C (-3.101, 3.128, -5.455)
O (-3.646, 2.441, -6.260)
C (-2.375, 2.603, -4.264)
C (-2.756, 2.737, -2.941)
N (-1.913, 2.003, -2.198)
N (-0.989, 1.428, -2.970)
C (-1.240, 1.772, -4.221)
C (-0.228, 1.331, -5.255)
O (-0.338, 1.724, -6.393)
O (0.686, 0.537, -4.779)
H (-2.553, 4.877, -4.899)
H (-3.573, 3.275, -2.490)
H (-1.831, 1.921, -1.190)
O (1.826, 1.465, -2.266)
C (-1.767, 2.234, 5.697)
C (-2.600, 1.947, 4.452)
C (-1.837, 2.123, 3.149)
N (-0.735, 1.175, 3.076)
C (0.122, 1.111, 2.055)
S (-0.019, 2.051, 0.678)
N (1.149, 0.196, 2.147)
C (1.497, -0.635, 3.231)
O (1.805, -1.785, 3.043)
C (1.561, -0.014, 4.588)
C (1.941, 1.316, 4.752)
C (2.079, 1.840, 6.027)
C (1.816, 1.046, 7.136)
C (1.429, -0.278, 6.973)
C (1.314, -0.813, 5.700)
H (-2.381, 2.171, 6.596)
H (-1.335, 3.235, 5.653)
H (-0.943, 1.528, 5.821)
H (-3.456, 2.622, 4.422)
H (-3.009, 0.933, 4.496)
H (-1.439, 3.138, 3.063)
H (-2.495, 1.966, 2.293)
H (-0.584, 0.594, 3.885)
H (1.638, -0.012, 1.280)
H (2.144, 1.930, 3.883)
H (2.391, 2.868, 6.157)
H (1.917, 1.459, 8.131)
H (1.229, -0.896, 7.838)
H (1.044, -1.851, 5.550)
O (2.322, -0.984, -0.279)
C (2.691, -1.567, -1.304)
C (3.808, -2.592, -1.326)
C (3.810, -3.090, -2.767)
C (2.688, -2.306, -3.437)
O (2.312, -2.460, -4.572)
N (2.137, -1.401, -2.535)
H (3.597, -3.362, -0.584)
H (4.734, -2.102, -1.025)
H (3.613, -4.156, -2.869)
H (4.736, -2.877, -3.301)


[6]
# H17HgO9

H17HgO9 as an isolated structure (ωB97M-V/def2-TZVPD, the Open Molecules 2025 dataset).

As for the multiplicity: 1. The value obtained for the energy above the lowest of the compared OMol25 structures with the same formula, charge and spin is 0.000 eV. Its HOMO-LUMO gap is 8.3 eV. As for the net charge: +1.

Cartesian coordinates (Å):
Hg (17.009, 5.747, 10.154)
O (15.601, 7.074, 8.888)
H (15.066, 7.473, 9.611)
O (17.622, 4.267, 7.993)
H (17.490, 4.557, 7.118)
H (18.472, 3.841, 8.097)
O (19.235, 4.818, 10.492)
H (19.711, 4.491, 11.255)
H (19.867, 4.585, 9.797)
O (17.559, 5.461, 12.614)
H (18.364, 5.890, 12.969)
H (16.818, 6.011, 12.942)
O (14.075, 5.159, 8.079)
H (14.668, 5.916, 8.324)
H (14.133, 4.399, 8.628)
O (18.889, 6.993, 8.938)
H (19.667, 6.595, 9.392)
H (19.141, 7.907, 8.765)
O (14.900, 5.633, 11.395)
H (14.137, 6.246, 11.340)
H (14.615, 4.891, 11.955)
O (17.003, 8.028, 11.200)
H (16.255, 8.498, 11.476)
H (17.570, 8.714, 10.903)
O (16.505, 3.470, 10.429)
H (16.872, 2.995, 11.157)
H (15.637, 3.134, 10.404)